Arrangement one

C3H5NO3 | wB97M-V/def2-TZVPD

Output
SMILES: NC(=O)COC=O
Kohn-Sham gap in eV: 10.86
HOMO energy in eV: -10.16

ORCA input file:
```
! wB97M-V def2-TZVPD RIJCOSX def2/J DEFGRID3
* xyz 0 1
N -0.599 -1.347 0.404
C -0.867 -0.066 0.787
O -1.958 0.335 1.132
C 0.350 0.855 0.743
O 1.294 0.387 -0.226
C 0.769 0.282 -1.462
O -0.275 0.755 -1.819
H -1.368 -1.928 0.113
H 0.344 -1.649 0.204
H 0.005 1.862 0.510
H 0.882 0.858 1.694
H 1.422 -0.342 -2.081
*
```

The Mulliken scheme yields these atomic charges, measured in e: number 1, N, carries -0.386; number 2, C, carries 0.544; number 3, O, carries -0.599; number 4, C, carries -0.297; number 5, O, carries -0.376; number 6, C, carries 0.168; number 7, O, carries -0.465; number 8, H, carries 0.214; number 9, H, carries 0.244; number 10, H, carries 0.276; number 11, H, carries 0.284; number 12, H, carries 0.393

---

Arrangement two

C3H5NO3 | wB97M-V/def2-TZVPD

Output
SMILES: C[C@]1([N+](=O)[O-])CO1
Kohn-Sham gap in eV: 11.07
HOMO energy in eV: -11.11

ORCA input file:
```
! wB97M-V def2-TZVPD RIJCOSX def2/J DEFGRID3
* xyz 0 1
C -0.144 -0.842 -0.800
C 0.838 0.222 -0.230
N 2.229 -0.204 -0.028
O 3.118 0.587 -0.300
O 2.442 -1.336 0.435
C 0.315 1.319 0.650
O 0.581 1.504 -0.697
H 0.172 -1.671 -1.470
H -0.915 -0.261 -1.327
H -0.518 -1.440 -0.021
H -0.709 1.196 0.985
H 0.798 2.015 1.360
*
```

The Mulliken scheme yields these atomic charges, measured in e: number 1, C, carries -1.247; number 2, C, carries 0.912; number 3, N, carries 0.903; number 4, O, carries -0.520; number 5, O, carries -0.555; number 6, C, carries -0.603; number 7, O, carries -0.402; number 8, H, carries 0.340; number 9, H, carries 0.357; number 10, H, carries 0.297; number 11, H, carries 0.248; number 12, H, carries 0.271

---

Most stable structure: arrangement one

---

Arrangement one

C3H5NO3 | wB97M-V/def2-TZVPD

Output
SMILES: O=C=NO.CC=O
Kohn-Sham gap in eV: 10.84
HOMO energy in eV: -10.33

ORCA input file:
```
! wB97M-V def2-TZVPD RIJCOSX def2/J DEFGRID3
* xyz 0 1
O -3.117 0.017 -0.433
C -2.151 -0.555 -0.126
N -1.253 -0.940 0.581
O -0.581 -2.103 0.834
H 0.214 -2.076 0.259
C 1.098 1.134 0.390
C 0.869 0.352 -0.856
O 1.106 -0.812 -1.030
H 1.843 1.913 0.202
H 1.416 0.488 1.203
H 0.173 1.631 0.666
H 0.383 0.952 -1.690
*
```

The Mulliken scheme yields these atomic charges, measured in e: number 1, O, carries -0.417; number 2, C, carries 0.545; number 3, N, carries -0.186; number 4, O, carries -0.301; number 5, H, carries 0.380; number 6, C, carries -0.911; number 7, C, carries 0.173; number 8, O, carries -0.559; number 9, H, carries 0.359; number 10, H, carries 0.287; number 11, H, carries 0.277; number 12, H, carries 0.354

---

Arrangement two

C3H5NO3 | wB97M-V/def2-TZVPD

Output
Kohn-Sham gap in eV: 10.15
HOMO energy in eV: -9.46

ORCA input file:
```
! wB97M-V def2-TZVPD RIJCOSX def2/J DEFGRID3
* xyz 0 1
C -0.535 1.059 0.123
C -1.316 -0.384 -0.129
C 0.614 -0.911 0.078
H 2.394 -0.216 -0.266
H -0.437 1.611 -0.817
H -0.775 1.778 0.991
H -1.871 -0.551 0.840
H -1.914 -0.529 -0.990
N 0.789 0.368 0.426
O 1.929 0.784 -0.299
O -0.483 -1.402 -0.117
O 1.605 -1.607 0.159
*
```

The Mulliken scheme yields these atomic charges, measured in e: number 1, C, carries -0.377; number 2, C, carries -0.359; number 3, C, carries 0.510; number 4, H, carries 0.413; number 5, H, carries 0.279; number 6, H, carries 0.249; number 7, H, carries 0.234; number 8, H, carries 0.356; number 9, N, carries 0.139; number 10, O, carries -0.503; number 11, O, carries -0.238; number 12, O, carries -0.703

---

Most stable structure: arrangement one

---

Arrangement one

C3H5NO3 | wB97M-V/def2-TZVPD

Output
Kohn-Sham gap in eV: 9.55
HOMO energy in eV: -9.83

ORCA input file:
```
! wB97M-V def2-TZVPD RIJCOSX def2/J DEFGRID3
* xyz 0 1
C 0.866 -0.329 -0.953
C -0.899 1.084 0.048
C -1.237 -0.265 0.624
H 1.819 0.347 2.068
H 0.958 -0.709 -1.880
H -1.844 1.318 -0.823
H -0.905 2.158 0.810
H -1.757 -0.799 1.738
N 1.381 -0.902 0.003
O 1.078 0.374 1.089
O 0.154 1.021 -0.935
O -1.271 -1.263 -0.185
*
```

The Mulliken scheme yields these atomic charges, measured in e: number 1, C, carries 0.023; number 2, C, carries -0.287; number 3, C, carries 0.159; number 4, H, carries 0.318; number 5, H, carries 0.446; number 6, H, carries 0.273; number 7, H, carries 0.229; number 8, H, carries 0.303; number 9, N, carries -0.200; number 10, O, carries -0.519; number 11, O, carries -0.288; number 12, O, carries -0.458

---

Arrangement two

C3H5NO3 | wB97M-V/def2-TZVPD

Output
Kohn-Sham gap in eV: 10.44
HOMO energy in eV: -10.38

ORCA input file:
```
! wB97M-V def2-TZVPD RIJCOSX def2/J DEFGRID3
* xyz 0 1
C -1.016 -0.349 -0.396
C -0.132 0.403 0.142
C 1.261 0.564 0.097
N -1.264 2.794 0.649
O -0.754 3.106 -0.400
O -2.164 3.428 1.209
O -0.908 1.668 1.126
H -2.099 -0.241 -0.242
H -0.761 -1.008 -1.223
H 1.544 1.504 0.093
H 1.827 0.070 0.981
H 1.641 -0.023 -0.829
*
```

The Mulliken scheme yields these atomic charges, measured in e: number 1, C, carries -0.630; number 2, C, carries 0.661; number 3, C, carries -0.985; number 4, N, carries 1.033; number 5, O, carries -0.550; number 6, O, carries -0.589; number 7, O, carries -0.407; number 8, H, carries 0.292; number 9, H, carries 0.254; number 10, H, carries 0.373; number 11, H, carries 0.246; number 12, H, carries 0.302

---

Most stable structure: arrangement two

---

Arrangement one

C3H5NO3 | wB97M-V/def2-TZVPD

Output
Kohn-Sham gap (spin up / spin down) in eV: 7.27 / 8.50
HOMO energy (spin up / spin down) in eV: -9.20 / -9.89

ORCA input file:
```
! wB97M-V def2-TZVPD RIJCOSX def2/J DEFGRID3
* xyz 0 1
N -1.726 -0.684 0.147
C -0.614 -0.130 0.749
O 0.297 -0.868 1.218
C -0.407 1.243 0.852
O 1.599 0.875 -0.665
C 1.713 -0.297 -1.049
O 1.357 -1.354 -0.421
H -2.147 -0.165 -0.610
H -1.595 -1.666 -0.060
H -1.174 1.971 0.591
H 0.518 1.583 1.290
H 2.178 -0.509 -2.042
*
```

The Mulliken scheme yields these atomic charges, measured in e: number 1, N, carries -0.513; number 2, C, carries 0.789; number 3, O, carries -0.503; number 4, C, carries -0.640; number 5, O, carries -0.531; number 6, C, carries 0.252; number 7, O, carries -0.309; number 8, H, carries 0.236; number 9, H, carries 0.276; number 10, H, carries 0.298; number 11, H, carries 0.284; number 12, H, carries 0.360

---

Arrangement two

C3H5NO3 | wB97M-V/def2-TZVPD

Output
SMILES: O=CCNC(=O)O
Kohn-Sham gap in eV: 10.29
HOMO energy in eV: -9.76

ORCA input file:
```
! wB97M-V def2-TZVPD RIJCOSX def2/J DEFGRID3
* xyz 0 1
O 2.134 -1.652 0.114
C 1.106 -1.311 0.626
C -0.157 -1.028 -0.193
N -0.083 0.240 -0.871
C -0.530 1.412 -0.362
O -0.485 2.456 -0.962
O -1.030 1.281 0.889
H 1.037 -1.134 1.706
H -0.272 -1.827 -0.923
H -1.040 -1.024 0.443
H 0.429 0.413 -1.719
H -1.109 2.174 1.252
*
```

The Mulliken scheme yields these atomic charges, measured in e: number 1, O, carries -0.441; number 2, C, carries 0.064; number 3, C, carries -0.458; number 4, N, carries -0.215; number 5, C, carries 0.633; number 6, O, carries -0.598; number 7, O, carries -0.472; number 8, H, carries 0.343; number 9, H, carries 0.313; number 10, H, carries 0.302; number 11, H, carries 0.200; number 12, H, carries 0.328

---

Arrangement three

C3H5NO3 | wB97M-V/def2-TZVPD

Output
Kohn-Sham gap in eV: 11.26
HOMO energy in eV: -10.39

ORCA input file:
```
! wB97M-V def2-TZVPD RIJCOSX def2/J DEFGRID3
* xyz 0 1
N -1.560 -0.860 0.315
C -0.311 -0.320 0.073
O 0.816 -0.918 0.735
C -0.001 1.175 0.293
O 1.390 1.104 -0.067
C 1.455 -0.272 -0.357
O 0.361 -0.521 -1.212
H -2.314 -0.294 -0.053
H -1.624 -1.810 -0.033
H -0.556 1.831 -0.384
H -0.103 1.489 1.334
H 2.448 -0.603 -0.645
*
```

The Mulliken scheme yields these atomic charges, measured in e: number 1, N, carries -0.542; number 2, C, carries 0.500; number 3, O, carries -0.491; number 4, C, carries -0.502; number 5, O, carries -0.413; number 6, C, carries 0.382; number 7, O, carries -0.504; number 8, H, carries 0.265; number 9, H, carries 0.270; number 10, H, carries 0.318; number 11, H, carries 0.288; number 12, H, carries 0.430

---

Most stable structure: arrangement two

---

Arrangement one

C5H11O2 | wB97M-V/def2-TZVPD

Output
Kohn-Sham gap in eV: 7.28
HOMO energy in eV: -3.68

ORCA input file:
```
! wB97M-V def2-TZVPD RIJCOSX def2/J DEFGRID3
* xyz -1 1
C 0.039 -1.284 0.280
C 1.047 -1.949 -0.651
C -1.465 -1.105 -0.320
O -1.938 0.046 -0.283
O -1.935 -2.196 -0.694
H -0.136 -1.871 1.181
H 0.369 -0.269 0.539
H 1.549 -1.195 -1.265
H 0.509 -2.585 -1.360
H 1.776 -2.564 -0.123
C 2.147 2.606 0.176
C 1.163 3.132 1.213
H 1.569 2.041 -0.563
H 2.684 3.394 -0.346
H 2.759 1.856 0.674
H 1.625 3.780 1.969
H 0.370 3.785 0.844
H 0.697 2.252 1.657
*
```

The Mulliken scheme yields these atomic charges, measured in e: number 1, C, carries 0.097; number 2, C, carries -1.005; number 3, C, carries 0.441; number 4, O, carries -0.720; number 5, O, carries -0.721; number 6, H, carries 0.281; number 7, H, carries -0.222; number 8, H, carries 0.278; number 9, H, carries 0.299; number 10, H, carries 0.266; number 11, C, carries -0.758; number 12, C, carries -0.857; number 13, H, carries 0.227; number 14, H, carries 0.340; number 15, H, carries 0.236; number 16, H, carries 0.291; number 17, H, carries 0.272; number 18, H, carries 0.255

---

Arrangement two

C5H11O2 | wB97M-V/def2-TZVPD

Output
Kohn-Sham gap in eV: 7.63
HOMO energy in eV: -3.79

ORCA input file:
```
! wB97M-V def2-TZVPD RIJCOSX def2/J DEFGRID3
* xyz -1 1
C 0.111 -2.055 1.417
C -0.262 -2.649 0.057
C 0.101 -0.475 1.371
O -0.950 0.013 0.918
O 1.103 0.082 1.869
H -0.726 -2.258 2.098
H 1.029 -2.505 1.793
H -1.012 -1.978 -0.384
H -0.924 -3.524 0.098
H 0.612 -2.803 -0.568
C 0.066 3.040 -1.858
C -0.215 1.986 -2.965
H 0.192 2.312 -1.049
H 0.925 3.684 -2.018
H -0.863 3.542 -1.598
H -1.174 1.560 -2.689
H -0.438 2.445 -3.949
H 0.654 1.363 -3.175
*
```

The Mulliken scheme yields these atomic charges, measured in e: number 1, C, carries -0.257; number 2, C, carries -1.013; number 3, C, carries 0.444; number 4, O, carries -0.720; number 5, O, carries -0.748; number 6, H, carries 0.178; number 7, H, carries 0.268; number 8, H, carries 0.285; number 9, H, carries 0.301; number 10, H, carries 0.268; number 11, C, carries -0.646; number 12, C, carries -0.873; number 13, H, carries 0.138; number 14, H, carries 0.294; number 15, H, carries 0.241; number 16, H, carries 0.258; number 17, H, carries 0.303; number 18, H, carries 0.278

---

Most stable structure: arrangement one

---

Arrangement one

C5H11O2 | wB97M-V/def2-TZVPD

Output
Kohn-Sham gap in eV: 7.09
HOMO energy in eV: -2.87

ORCA input file:
```
! wB97M-V def2-TZVPD RIJCOSX def2/J DEFGRID3
* xyz -1 1
O -1.976 2.489 0.228
C -0.826 2.113 0.130
C 0.095 2.490 -1.009
H -0.397 1.493 0.928
H -0.466 3.059 -1.753
H 0.444 1.531 -1.392
H 0.896 3.117 -0.612
C -0.250 -1.220 0.487
O 0.191 -0.351 -0.454
C 0.411 -2.621 0.326
C 1.922 -2.491 0.237
H -1.362 -1.329 0.486
H -0.050 -0.928 1.562
H 0.070 -2.986 -0.644
H 0.088 -3.267 1.153
H 2.379 -3.464 0.019
H 2.370 -2.139 1.175
H 2.165 -1.738 -0.509
*
```

The Mulliken scheme yields these atomic charges, measured in e: number 1, O, carries -0.593; number 2, C, carries 0.277; number 3, C, carries -0.782; number 4, H, carries 0.296; number 5, H, carries 0.265; number 6, H, carries 0.250; number 7, H, carries 0.235; number 8, C, carries -0.596; number 9, O, carries -0.757; number 10, C, carries -0.419; number 11, C, carries -1.066; number 12, H, carries 0.218; number 13, H, carries 0.230; number 14, H, carries 0.295; number 15, H, carries 0.319; number 16, H, carries 0.329; number 17, H, carries 0.263; number 18, H, carries 0.237

---

Arrangement two

C5H11O2 | wB97M-V/def2-TZVPD

Output
Kohn-Sham gap in eV: 7.08
HOMO energy in eV: -3.47

ORCA input file:
```
! wB97M-V def2-TZVPD RIJCOSX def2/J DEFGRID3
* xyz -1 1
C 0.989 2.645 -1.051
C 1.087 1.050 -1.694
O 2.239 0.763 -2.002
O 0.005 0.415 -1.522
H 2.026 2.848 -1.179
H 0.841 2.460 -0.017
H 0.380 3.260 -1.498
C -1.154 -1.282 1.224
C -2.118 -2.473 1.555
C -0.596 -0.851 2.600
H -1.348 -0.451 0.494
H -0.531 -1.961 0.764
H -3.020 -1.876 1.946
H -2.367 -3.083 0.737
H 0.219 -1.407 2.849
H -1.335 -0.856 3.407
H -1.784 -3.112 2.409
H -0.278 0.218 2.476
*
```

The Mulliken scheme yields these atomic charges, measured in e: number 1, C, carries -0.973; number 2, C, carries 0.497; number 3, O, carries -0.663; number 4, O, carries -0.672; number 5, H, carries 0.292; number 6, H, carries 0.161; number 7, H, carries 0.358; number 8, C, carries -0.086; number 9, C, carries -1.234; number 10, C, carries -1.104; number 11, H, carries 0.332; number 12, H, carries 0.211; number 13, H, carries 0.253; number 14, H, carries 0.399; number 15, H, carries 0.340; number 16, H, carries 0.335; number 17, H, carries 0.265; number 18, H, carries 0.289

---

Arrangement three

C5H11O2 | wB97M-V/def2-TZVPD

Output
SMILES: [O-]CCCCCO
Kohn-Sham gap in eV: 5.71
HOMO energy in eV: -2.24

ORCA input file:
```
! wB97M-V def2-TZVPD RIJCOSX def2/J DEFGRID3
* xyz -1 1
O 0.596 -0.523 -3.566
C 0.178 -0.055 -2.397
C 1.110 -0.445 -1.219
C 0.804 0.130 0.178
C -0.662 -0.038 0.606
C -0.890 -0.179 2.108
O -1.243 1.066 2.725
H 0.053 1.077 -2.306
H -0.866 -0.388 -2.085
H 1.118 -1.539 -1.154
H 2.125 -0.159 -1.496
H 1.067 1.185 0.171
H 1.413 -0.402 0.912
H -1.116 -0.852 0.041
H -1.278 0.813 0.289
H 0.021 -0.559 2.594
H -1.683 -0.883 2.344
H -0.746 1.750 2.255
*
```

The Mulliken scheme yields these atomic charges, measured in e: number 1, O, carries -0.869; number 2, C, carries -0.267; number 3, C, carries -0.795; number 4, C, carries -0.230; number 5, C, carries -0.822; number 6, C, carries -0.362; number 7, O, carries -0.554; number 8, H, carries 0.129; number 9, H, carries 0.061; number 10, H, carries 0.283; number 11, H, carries 0.323; number 12, H, carries 0.253; number 13, H, carries 0.317; number 14, H, carries 0.438; number 15, H, carries 0.285; number 16, H, carries 0.225; number 17, H, carries 0.273; number 18, H, carries 0.312

---

Most stable structure: arrangement two